Record 1
# C6H2O5

A molecular structure, C6H2O5 (ωB97M-V with the def2-TZVPD basis set, the OMol25 dataset).

The geometry in ORCA input format:
```
! RIJCOSX wB97M-V def2-TZVPD def2/J DEFGRID3
* xyz 0 1
O -4.210 -2.608 -1.971
H 1.064 1.742 1.127
O -4.665 -0.806 2.085
C -4.116 0.690 -0.630
C -4.119 -0.774 -0.339
C -4.250 -1.730 -1.235
O -4.067 0.985 0.727
C 0.032 1.418 1.190
O -4.292 1.312 -1.612
C -0.497 0.661 0.213
O -1.000 0.229 -0.746
C -4.310 -0.359 1.058
H -0.442 1.412 2.132
*
```

Summary:
Gap between HOMO and LUMO: 8.992 eV
Highest occupied orbital energy: -9.523 eV
LUMO level: -0.53 eV
Energy relative to the best compared isomer or geometry (same formula, charge and spin): 0.5 kcal/mol
E_tot: -16488.95131 eV

=====

Record 2
# C24H23BBaN4O5S3Te

A molecular structure, C24H23BBaN4O5S3Te (ωB97M-V with the def2-TZVPD basis set, the OMol25 dataset).

The geometry in ORCA input format:
```
! RIJCOSX wB97M-V def2-TZVPD def2/J DEFGRID3
* xyz -2 1
C -2.823 0.034 -3.607
C 0.548 2.408 3.773
C 3.372 0.415 -3.533
O 1.549 0.768 2.197
C 3.718 -0.606 -4.402
H -2.801 0.989 2.356
O 5.525 -2.890 -2.942
H -3.796 0.497 -3.656
C -2.508 -1.257 -3.381
H 7.559 -0.913 -5.035
S -1.380 0.976 -3.799
C -1.902 2.416 3.742
H -4.442 1.256 3.846
H -3.995 -7.879 1.345
C -0.681 2.893 4.220
H -0.674 3.678 4.971
H -2.441 5.011 4.548
C 4.318 1.331 -3.105
O 1.362 1.862 -4.136
H -4.479 2.529 2.616
H -4.206 4.893 4.520
B 0.993 -0.182 1.264
S -3.148 -5.658 1.977
H -3.279 4.718 3.021
H 5.311 -1.540 -5.474
N 3.615 -2.263 -1.637
H -2.401 3.153 6.345
Ba 1.391 -1.088 -1.271
C 0.531 1.422 2.809
H -3.215 -2.056 -3.206
N 7.319 0.042 -4.819
C 5.629 1.210 -3.523
Te -1.284 -2.959 1.114
C -3.253 2.702 5.833
H -1.397 -5.415 -1.128
S 1.682 0.793 -3.214
H 1.481 2.789 4.171
H 2.972 -1.322 -4.718
C -3.380 -7.065 0.995
H 7.989 0.449 -4.187
O 1.525 1.145 -1.809
H 4.022 2.124 -2.428
H -4.171 3.112 6.266
C 5.024 -0.721 -4.828
C 5.994 0.173 -4.380
H 6.378 1.912 -3.175
C -4.442 2.335 3.689
C -2.001 -5.704 -0.277
C -0.681 0.945 2.311
H -3.230 1.627 6.021
N 0.923 -0.557 -3.517
C -3.203 2.977 4.322
C -3.283 4.492 4.089
C -2.700 -6.935 -0.178
O -0.426 -0.007 1.383
C -1.896 1.415 2.764
C -2.128 -4.873 0.808
H -2.700 -7.700 -0.945
C -0.423 -0.517 -3.524
C 4.558 -2.571 -2.288
N -1.174 -1.564 -3.341
H -5.342 2.752 4.147
*
```

Summary:
Gap between HOMO and LUMO: 4.773 eV
Highest occupied orbital energy: -0.735 eV
LUMO level: 4.04 eV
Energy relative to the best compared isomer or geometry (same formula, charge and spin): 75.9 kcal/mol
E_tot: -82630.82561 eV

=====

Record 3
# C8H8FO2S

2 unconnected molecules or ions with the total composition C8H8FO2S (ωB97M-V with the def2-TZVPD basis set, the OMol25 dataset).

The geometry in ORCA input format:
```
! RIJCOSX wB97M-V def2-TZVPD def2/J DEFGRID3
* xyz -1 1
C -2.451 -0.137 0.018
C 2.108 -1.077 -1.046
H -1.762 0.709 -0.450
C 1.225 1.121 0.275
H 0.996 -2.296 0.208
C 0.840 -0.110 0.801
H -0.727 0.660 2.110
S -4.134 0.265 -0.444
O -4.344 1.544 0.145
O -5.061 -0.831 -0.026
H -0.209 -1.106 2.517
C 2.594 0.233 -1.402
H 0.975 1.975 0.938
C -0.051 -0.169 1.873
F -2.114 -1.313 -0.459
C 2.223 1.275 -0.615
H 2.740 2.169 -0.823
C 1.349 -1.244 0.072
H 2.254 -1.977 -1.681
H 3.550 0.307 -2.012
*
```

Summary:
Gap between HOMO and LUMO (spin up / spin down): 6.846 / 5.014 eV
Highest occupied orbital energy (spin up / spin down): -3.605 / -2.821 eV
LUMO level (spin up / spin down): 3.24 / 2.19 eV
Energy relative to the best compared isomer or geometry (same formula, charge and spin): 49.2 kcal/mol
E_tot: -26069.89831 eV

=====

Record 4
# C2H8NO

2 unconnected molecules or ions with the total composition C2H8NO (ωB97M-V with the def2-TZVPD basis set, the OMol25 dataset).

The geometry in ORCA input format:
```
! RIJCOSX wB97M-V def2-TZVPD def2/J DEFGRID3
* xyz 1 1
O 0.644 0.835 2.397
H -0.924 -1.232 0.271
H -1.111 -0.149 -2.014
H -1.615 0.411 0.016
H 0.258 0.772 -1.658
C -0.259 -0.136 -1.349
H 0.335 -0.992 -1.526
H 1.102 0.957 0.433
H 1.139 -0.699 1.253
C 0.907 0.285 1.278
N -0.833 -0.158 0.024
H 0.775 0.236 3.177
*
```

Summary:
Gap between HOMO and LUMO: 10.825 eV
Highest occupied orbital energy: -15.418 eV
LUMO level: -4.59 eV
Energy relative to the best compared isomer or geometry (same formula, charge and spin): 56.9 kcal/mol
E_tot: -5732.41647 eV